C31H33BBr2O2S2 | the ωB97M-V functional and the def2-TZVPD basis

The geometry in XYZ format:
```
71
Properties=species:S:1:pos:R:3
C -6.257 -1.888 -1.426
C -5.057 -1.286 -0.798
C -5.031 -0.166 0.034
C -3.725 0.132 0.509
C -2.790 -0.841 0.143
B 0.152 0.375 -0.883
C -1.622 -1.169 0.824
C -1.231 -0.673 2.072
C -0.734 -1.682 2.906
C -0.573 -2.888 2.233
C -0.272 -4.203 2.827
S -1.070 -2.826 0.600
O -0.383 -0.178 -2.017
C -0.890 0.945 -2.771
C -0.079 0.970 -4.059
C -2.328 0.597 -3.075
C -0.685 2.188 -1.803
C 0.570 3.004 -2.086
C -1.866 3.115 -1.673
O -0.406 1.572 -0.509
S -3.498 -1.998 -0.985
H -7.132 -1.227 -1.345
H -6.044 -2.104 -2.485
H -6.495 -2.839 -0.922
H -5.939 0.390 0.268
H -3.466 0.959 1.162
H -1.391 0.383 2.308
H -0.519 -1.576 3.974
H 0.010 -4.055 3.871
H -1.154 -4.856 2.764
H 0.529 -4.658 2.236
H -0.445 1.740 -4.742
H 0.976 1.166 -3.854
H -0.139 0.000 -4.566
H -2.741 1.372 -3.728
H -2.390 -0.377 -3.576
H -2.905 0.509 -2.150
H 0.554 3.477 -3.071
H 0.631 3.784 -1.317
H 1.463 2.372 -1.991
H -2.032 3.669 -2.610
H -2.766 2.547 -1.421
H -1.672 3.852 -0.885
Br 4.718 0.803 -5.153
C 3.859 0.282 -3.526
C 3.073 -0.876 -3.489
C 2.304 -1.141 -2.366
C 2.344 -0.309 -1.234
C 1.248 -0.435 -0.155
C 1.690 0.121 1.151
C 2.187 -0.618 2.143
C 2.647 -0.113 3.425
C 2.693 -0.988 4.533
C 3.116 -0.546 5.781
C 3.536 0.788 5.937
Br 4.131 1.396 7.624
C 3.471 1.680 4.850
C 3.025 1.235 3.606
C 3.248 0.772 -1.223
C 3.978 1.075 -2.383
H 3.002 -1.537 -4.346
H 1.599 -1.970 -2.403
H 0.918 -1.477 -0.044
H 1.607 1.208 1.257
H 2.213 -1.711 2.011
H 2.366 -2.022 4.401
H 3.156 -1.230 6.616
H 3.785 2.707 4.982
H 2.965 1.921 2.756
H 3.347 1.409 -0.344
H 4.618 1.949 -2.394
```

## Properties
- E_HOMO (eV) = -7.1
- 2S+1 = 1
- DFT total energy (Eh) = -7320.8644
- relative energy (zero: lowest compared OMol25 entry of this formula, charge and spin) (kcal/mol) = 0.0
- SMILES string = CC1(C)OB([C@H](/C=C/c2ccc(Br)cc2)c2ccc(Br)cc2)OC1(C)C.Cc1ccc(-c2ccc(C)s2)s1